Arrangement i

{
  "formula": "C6H35NO12",
  "method": "ωB97M-V/def2-TZVPD",
  "total_charge": 0,
  "smiles": "CCCC(=O)NCC.O.O.O.O.O.O.O.O.O.O.O",
  "orbital_gap_ev": 10.10,
  "elements": ["C", "C", "C", "C", "O", "N", "C", "C", "H", "H", "H", "H", "H", "H", "H", "H", "H", "H", "H", "H", "H", "O", "H", "H", "O", "H", "H", "O", "H", "H", "O", "H", "H", "O", "H", "H", "O", "H", "H", "O", "H", "H", "O", "H", "H", "O", "H", "H", "O", "H", "H", "O", "H", "H"],
  "coordinates": [[-0.155, -0.887, 3.956], [-0.267, -1.708, 2.613], [-0.961, -1.011, 1.464], [-0.174, -0.284, 0.359], [-0.751, 0.612, -0.275], [0.981, -0.815, -0.008], [1.704, -0.366, -1.247], [3.111, -0.930, -1.190], [-0.330, 0.188, 3.814], [0.864, -0.944, 4.332], [-0.928, -1.160, 4.652], [-0.945, -2.535, 2.940], [0.621, -2.296, 2.420], [-1.802, -1.621, 1.099], [-1.631, -0.232, 1.901], [1.592, -1.315, 0.626], [1.540, 0.699, -1.274], [1.201, -0.855, -2.075], [3.081, -1.988, -0.901], [3.784, -0.344, -0.553], [3.690, -0.914, -2.118], [-0.134, 3.645, -2.321], [-0.281, 3.072, -1.561], [-0.391, 4.555, -2.139], [-0.579, 0.348, -3.588], [-0.645, 0.885, -4.382], [-0.364, 0.720, -2.734], [0.458, 2.633, 2.786], [-0.497, 2.529, 2.770], [0.668, 1.812, 3.273], [-1.246, 3.123, 0.303], [-0.559, 2.519, 0.622], [-1.836, 2.428, -0.022], [2.698, 2.447, 0.887], [1.856, 2.592, 1.342], [3.268, 3.186, 1.153], [-3.724, -0.277, 0.581], [-4.638, -0.409, 0.313], [-3.167, -0.436, -0.187], [-2.925, -2.254, -1.373], [-2.802, -1.404, -1.814], [-2.765, -2.959, -2.005], [2.533, 3.654, -2.223], [2.435, 3.352, -1.317], [1.598, 3.608, -2.524], [-3.020, 0.274, -2.378], [-3.270, 1.154, -2.076], [-2.234, 0.294, -2.952], [0.081, -3.767, -0.411], [-0.879, -3.847, -0.449], [0.234, -3.430, -1.296], [2.323, -3.581, 0.904], [2.100, -3.895, 1.802], [1.476, -3.867, 0.480]],
  "nbo_charge": [-0.60, -0.42, -0.53, 0.70, -0.75, -0.60, -0.22, -0.65, 0.17, 0.21, 0.22, 0.21, 0.21, 0.28, 0.24, 0.43, 0.22, 0.19, 0.23, 0.23, 0.23, -0.98, 0.50, 0.49, -0.99, 0.51, 0.51, -0.95, 0.48, 0.48, -0.96, 0.48, 0.49, -0.97, 0.49, 0.48, -0.96, 0.47, 0.49, -0.99, 0.50, 0.47, -0.98, 0.47, 0.49, -1.00, 0.49, 0.50, -0.95, 0.50, 0.48, -0.97, 0.46, 0.49]
}

***

Arrangement ii

{
  "formula": "C6H35NO12",
  "method": "ωB97M-V/def2-TZVPD",
  "total_charge": 0,
  "smiles": "C=CC[C@H](C)NCO.O.O.O.O.O.O.O.O.O.O.O",
  "orbital_gap_ev": 8.94,
  "elements": ["C", "C", "C", "C", "C", "N", "C", "O", "H", "H", "H", "H", "H", "H", "H", "H", "H", "H", "H", "H", "H", "O", "H", "H", "O", "H", "H", "O", "H", "H", "O", "H", "H", "O", "H", "H", "O", "H", "H", "O", "H", "H", "O", "H", "H", "O", "H", "H", "O", "H", "H", "O", "H", "H"],
  "coordinates": [[-0.742, -0.893, 3.806], [-0.561, 0.260, 3.172], [0.652, 0.546, 2.308], [0.193, 0.130, 0.887], [1.481, -0.194, 0.089], [-0.508, 1.146, 0.107], [-1.582, 0.763, -0.686], [-1.190, -0.059, -1.827], [0.024, -1.654, 3.957], [-1.639, -1.149, 4.353], [-1.393, 0.957, 3.200], [1.400, -0.161, 2.653], [0.743, 1.635, 2.394], [-0.445, -0.753, 0.951], [1.999, -1.008, 0.597], [1.179, -0.628, -0.861], [2.184, 0.620, -0.100], [-0.259, 2.099, 0.278], [-2.275, 0.032, -0.217], [-2.233, 1.520, -1.096], [-0.718, 0.437, -2.504], [3.240, -1.344, -2.101], [2.697, -0.645, -2.479], [2.707, -2.132, -2.283], [-2.338, 2.939, 2.316], [-1.927, 3.619, 2.867], [-1.541, 2.795, 1.786], [2.501, 3.111, 1.165], [2.180, 2.206, 1.191], [3.141, 3.185, 0.452], [-1.482, 3.779, -0.116], [-2.408, 3.823, -0.371], [-0.883, 4.280, -0.677], [2.583, -2.984, 0.609], [3.415, -3.421, 0.819], [2.739, -2.477, -0.202], [-1.784, -2.822, -1.709], [-1.982, -2.044, -1.175], [-1.477, -2.401, -2.513], [1.213, -4.151, -1.770], [1.317, -4.172, -0.800], [0.375, -3.659, -1.752], [1.216, 3.423, -1.985], [0.976, 3.101, -1.109], [1.473, 2.665, -2.516], [-0.218, -3.403, 1.797], [0.678, -3.247, 2.120], [-0.081, -3.392, 0.844], [-4.166, 1.722, -0.104], [-4.868, 1.414, 0.489], [-3.454, 1.673, 0.551], [0.975, -1.558, -3.650], [0.021, -1.653, -3.618], [1.343, -2.181, -4.283]],
  "nbo_charge": [-0.39, -0.19, -0.48, -0.04, -0.63, -0.70, 0.08, -0.80, 0.18, 0.20, 0.22, 0.23, 0.21, 0.22, 0.22, 0.22, 0.19, 0.40, 0.15, 0.21, 0.47, -0.96, 0.48, 0.49, -0.95, 0.47, 0.48, -0.95, 0.47, 0.48, -0.99, 0.51, 0.50, -0.98, 0.49, 0.50, -0.94, 0.49, 0.46, -0.96, 0.48, 0.48, -0.95, 0.47, 0.47, -0.93, 0.47, 0.46, -0.94, 0.47, 0.47, -0.96, 0.47, 0.49]
}

***

The data favor arrangement i; the next most stable structure lies 52.7 kcal/mol above it.

***

Arrangement i

{
  "formula": "C11H14N2O2",
  "method": "ωB97M-V/def2-TZVPD",
  "total_charge": 0,
  "orbital_gap_ev": [7.23, 6.95],
  "elements": ["C", "C", "C", "C", "C", "C", "C", "C", "C", "C", "C", "N", "N", "O", "O", "H", "H", "H", "H", "H", "H", "H", "H", "H", "H", "H", "H", "H", "H"],
  "coordinates": [[2.420, 0.689, 1.416], [2.579, 1.893, 2.168], [1.241, 2.070, 2.778], [3.670, 2.670, 2.290], [0.821, 3.057, 3.588], [-3.855, -2.316, -4.581], [-3.152, -1.556, -3.754], [-2.355, -2.154, -2.663], [-0.281, -0.458, -0.203], [0.574, -0.881, 0.993], [-0.939, -1.663, -0.859], [0.435, 1.026, 2.378], [1.175, 0.276, 1.604], [-2.258, -3.332, -2.425], [-1.733, -1.204, -1.948], [3.123, 0.160, 0.808], [3.662, 3.560, 2.892], [4.587, 2.423, 1.786], [-0.186, 3.065, 3.961], [1.477, 3.855, 3.880], [-4.444, -1.905, -5.383], [-3.850, -3.388, -4.464], [-3.118, -0.479, -3.820], [-1.050, 0.235, 0.138], [0.339, 0.057, -0.940], [-0.058, -1.366, 1.742], [1.363, -1.569, 0.680], [-0.191, -2.370, -1.238], [-1.580, -2.199, -0.150]],
  "nbo_charge": [-0.08, -0.12, 0.07, -0.36, -0.37, -0.29, -0.32, 0.75, -0.42, -0.21, -0.07, -0.32, -0.07, -0.59, -0.50, 0.21, 0.20, 0.19, 0.21, 0.19, 0.20, 0.21, 0.22, 0.23, 0.21, 0.23, 0.21, 0.19, 0.19]
}

***

Arrangement ii

{
  "formula": "C11H14N2O2",
  "method": "ωB97M-V/def2-TZVPD",
  "total_charge": 0,
  "smiles": "CON1CC[C@@]2(O)c3ccccc3N[C@@H]12",
  "orbital_gap_ev": 8.39,
  "elements": ["C", "O", "N", "C", "C", "C", "O", "C", "C", "C", "C", "C", "C", "N", "C", "H", "H", "H", "H", "H", "H", "H", "H", "H", "H", "H", "H", "H", "H"],
  "coordinates": [[4.074, -1.070, 0.380], [2.677, -1.167, 0.121], [2.016, 0.108, 0.113], [1.712, 0.611, -1.291], [0.610, 1.590, -0.984], [-0.194, 1.222, 0.287], [-0.382, 2.290, 1.216], [-1.533, 0.433, 0.103], [-2.757, 0.960, -0.332], [-3.829, -0.018, -0.392], [-3.678, -1.386, -0.014], [-2.414, -1.934, 0.278], [-1.361, -1.004, 0.345], [-0.051, -1.201, 0.691], [0.700, 0.027, 0.864], [4.512, -0.021, 0.507], [4.623, -1.653, -0.312], [4.205, -1.588, 1.359], [1.486, -0.154, -2.031], [2.669, 1.046, -1.502], [1.096, 2.583, -0.803], [-0.100, 1.854, -1.807], [-0.929, 3.040, 0.750], [-2.883, 2.008, -0.622], [-4.759, 0.244, -0.707], [-4.455, -2.042, 0.138], [-2.194, -2.927, 0.429], [0.157, -2.014, 1.265], [0.981, 0.164, 1.953]],
  "nbo_charge": [-0.26, -0.42, -0.15, -0.25, -0.46, 0.24, -0.70, -0.09, -0.19, -0.26, -0.17, -0.28, 0.20, -0.61, 0.09, 0.20, 0.18, 0.17, 0.20, 0.21, 0.23, 0.23, 0.47, 0.21, 0.20, 0.21, 0.21, 0.40, 0.20]
}

***

The data favor arrangement i; the next most stable structure lies 7.9 kcal/mol above it.

***

Arrangement i

{
  "formula": "C2H5NO2S",
  "method": "ωB97M-V/def2-TZVPD",
  "total_charge": 0,
  "orbital_gap_ev": 8.90,
  "elements": ["C", "C", "N", "O", "O", "S", "H", "H", "H", "H", "H"],
  "coordinates": [[0.790, 0.176, -1.499], [-0.036, 1.098, 0.698], [0.237, -0.010, -0.157], [-1.656, -1.134, 1.390], [-0.651, -2.893, -0.020], [-0.415, -1.776, 0.964], [1.219, -0.650, -2.120], [0.742, 1.196, -1.816], [-1.023, 1.160, 0.701], [0.349, 1.958, 0.223], [0.444, 0.877, 1.636]],
  "nbo_charge": [-0.02, -0.44, -0.42, -0.92, -0.90, 1.65, 0.23, 0.18, 0.23, 0.18, 0.22]
}

***

Arrangement ii

{
  "formula": "C2H5NO2S",
  "method": "ωB97M-V/def2-TZVPD",
  "total_charge": 0,
  "orbital_gap_ev": 8.94,
  "elements": ["C", "C", "N", "O", "O", "S", "H", "H", "H", "H", "H"],
  "coordinates": [[-1.109, 0.734, -0.107], [-0.350, 0.566, 1.219], [-2.009, 1.299, -0.571], [1.057, 1.392, -0.931], [-0.330, -0.251, -2.850], [-0.018, -0.100, -1.431], [0.599, 0.760, 0.706], [-0.609, 1.173, 2.058], [-0.313, -0.449, 1.668], [-2.436, 1.072, -1.471], [1.730, 0.751, -0.941]],
  "nbo_charge": [0.23, -0.73, -0.62, -0.86, -0.86, 1.22, 0.27, 0.25, 0.24, 0.39, 0.46]
}

***

The data favor arrangement i; the next most stable structure lies 22.4 kcal/mol above it.

***

Arrangement i

{
  "formula": "C2H5NO2S",
  "method": "ωB97M-V/def2-TZVPD",
  "total_charge": 0,
  "orbital_gap_ev": 8.16,
  "elements": ["C", "C", "N", "O", "O", "S", "H", "H", "H", "H", "H"],
  "coordinates": [[0.619, 1.466, 0.157], [-1.461, -0.627, -0.587], [1.495, 0.485, 0.163], [2.471, 0.329, -0.611], [0.999, -0.594, 0.823], [-0.280, -1.750, -0.142], [-0.161, 1.440, 0.971], [0.702, 2.323, -0.408], [-2.361, -0.579, -0.011], [-1.358, -0.198, -1.510], [-0.665, -2.295, 1.155]],
  "nbo_charge": [-0.26, -0.71, 0.35, -0.50, -0.59, 0.67, 0.20, 0.20, 0.23, 0.23, 0.17]
}

***

Arrangement ii

{
  "formula": "C2H5NO2S",
  "method": "ωB97M-V/def2-TZVPD",
  "total_charge": 0,
  "orbital_gap_ev": 7.13,
  "elements": ["C", "C", "H", "H", "H", "H", "H", "N", "O", "O", "S"],
  "coordinates": [[0.386, 0.766, -1.157], [0.075, -0.651, -0.481], [-0.201, 1.354, 0.878], [-0.551, 0.984, -1.922], [1.419, 0.400, -1.553], [-0.671, -1.793, 1.023], [0.082, -0.199, 2.655], [-0.292, -0.950, 0.740], [0.602, 1.935, -0.244], [-0.584, 0.097, 1.558], [-0.266, -1.944, -1.499]],
  "nbo_charge": [-0.15, 0.09, 0.50, 0.23, 0.23, 0.40, 0.49, -0.29, -0.78, -0.53, -0.20]
}

***

The data favor arrangement i; the next most stable structure lies 10.1 kcal/mol above it.